Entry 1:
Here is an isolated molecule of CHIN2O2S from the Open Molecules 2025 dataset. Energies are from ωB97M-V/def2-TZVPD.

## Properties
- LUMO level (Ha) = -0.01121
- HOMO level (eV) = -9.5

```
8
Properties=species:S:1:pos:R:3:forces:R:3:nbo_charge:R:1
C -0.27360 -0.63031 -0.75070 -2.4 0.8 0.3 0.189
N 0.94670 -0.86184 -0.93993 -1.4 -0.7 -1.7 -0.134
N -0.61117 0.13443 0.43422 0.2 -1.3 -0.8 -0.906
O 0.80717 2.00311 1.25990 0.3 -1.4 0.0 -0.870
O 1.64917 -0.44472 0.06660 1.7 1.6 3.3 -0.500
S 0.72535 0.53961 1.33636 0.5 1.2 -1.1 1.567
I -1.74386 -1.32606 -2.09659 0.6 0.4 0.7 0.204
H -1.49977 0.58578 0.69013 0.6 -0.5 -0.7 0.450
```
Positions in Å, forces in eV/Å.



Entry 2:
Here is a 3-piece molecular cluster, C5H16NO6PS overall from the Open Molecules 2025 dataset. Energies are from ωB97M-V/def2-TZVPD.

## Properties
- LUMO level (Ha) = -0.01312
- HOMO level (eV) = -8.5
- SMILES = O=C(NP(O)O)OS.CCO.CCO

```
30
Properties=species:S:1:pos:R:3:forces:R:3:nbo_charge:R:1
O -1.35718 -1.96578 4.77428 0.7 -0.6 -9.0 -0.545
C -1.21337 -2.04461 3.42209 -0.1 -0.2 7.4 0.862
N 0.20822 -1.84885 2.86513 -3.9 -0.8 -0.1 -1.016
P 0.52258 -0.11907 2.56832 2.3 3.2 2.2 1.426
O -0.93014 0.83928 2.52431 1.5 -1.5 -2.4 -0.971
O 1.55471 0.14768 1.19119 -2.6 -2.5 0.2 -0.973
O -2.39907 -2.34556 2.60400 4.2 0.4 0.8 -0.643
S -2.46875 -3.99849 2.16839 0.1 -0.6 0.0 0.294
H 0.88475 -2.13593 3.63215 -1.4 0.8 -1.0 0.442
H -0.99469 1.35073 1.66480 -0.2 -0.9 1.1 0.510
H 1.60475 -0.68116 0.63023 0.0 1.4 0.4 0.499
H -1.23033 -4.46345 1.68712 -0.8 1.3 0.4 0.117
C -1.70344 -0.77167 -2.07763 0.2 -0.1 -0.2 -0.632
C -1.62410 -0.15097 -0.69819 -0.3 -0.2 -0.2 -0.073
O -2.67344 0.79058 -0.52900 -0.3 0.1 0.1 -0.726
H -1.63150 -0.00031 -2.85134 0.1 -0.1 0.1 0.215
H -0.89834 -1.49687 -2.22574 -0.1 0.0 -0.1 0.213
H -2.66412 -1.27718 -2.22029 0.1 -0.1 0.1 0.201
H -0.67192 0.37163 -0.56771 -0.2 0.1 0.0 0.171
H -1.70830 -0.91447 0.08116 0.2 -0.1 0.0 0.161
H -3.51464 0.31495 -0.63837 0.4 0.3 0.1 0.467
C 2.42367 2.82016 -2.70502 -0.1 0.1 -0.2 -0.633
C 2.31538 2.12912 -1.36146 0.3 0.1 -0.2 -0.059
O 2.88190 0.82930 -1.43762 0.3 -0.3 0.0 -0.729
H 1.90845 2.24093 -3.47823 0.0 0.1 0.1 0.212
H 1.98721 3.82209 -2.66442 0.1 -0.1 -0.1 0.214
H 3.47062 2.90378 -3.01436 -0.1 0.1 0.1 0.197
H 1.26682 2.02797 -1.06637 0.2 -0.2 0.0 0.175
H 2.83914 2.69557 -0.58543 -0.2 0.1 0.0 0.161
H 3.81509 0.93060 -1.69200 -0.5 -0.1 0.1 0.463
```
Positions in Å, forces in eV/Å.



Entry 3:
Here is a 12-piece molecular cluster, C34H96N4O16 overall from the Open Molecules 2025 dataset. Energies are from ωB97M-V/def2-TZVPD.

## Properties
- LUMO level (Ha) = 0.01237
- HOMO level (eV) = -8.3
- SMILES = COCCNCCOC.COCCNCCOC.COCCNCCOC.COCCNCCOC.CC(C)O.CO.CO.CO.CO.CO.CO.CO

```
150
Properties=species:S:1:pos:R:3:forces:R:3:mulliken_charge:R:1
C -3.06866 -0.80840 -1.64474 0.3 0.4 0.9 -0.242
O -3.86225 -1.88820 -2.06596 -0.1 0.0 -0.5 -0.151
C -5.24626 -1.79541 -1.76828 0.2 0.8 -0.3 -0.795
C -5.90953 -3.12624 -2.02461 -0.4 0.1 0.5 -0.740
N -6.07284 -3.35503 -3.45510 -0.4 0.6 0.4 -0.302
C -6.77150 -4.58201 -3.73331 0.2 -0.9 -0.5 -0.703
C -7.04539 -4.81348 -5.22018 1.0 -0.1 0.4 -0.366
O -7.53163 -6.13859 -5.29624 -0.4 0.3 -0.6 -0.280
C -7.66989 -6.57654 -6.62847 -0.2 -0.4 0.0 -0.740
H -2.14620 -0.83600 -2.21240 -0.1 0.3 -0.2 -0.222
H -2.80854 -0.92828 -0.58097 0.2 0.2 -0.4 0.039
H -3.52375 0.18680 -1.63623 -0.3 -0.1 -0.9 0.436
H -5.66613 -1.02304 -2.42553 -0.2 -0.2 -0.2 0.571
H -5.43560 -1.38277 -0.76934 0.3 -0.5 0.3 0.435
H -6.85784 -3.07803 -1.47945 -0.3 -0.1 -0.5 0.466
H -5.39109 -3.97287 -1.55111 0.4 0.3 0.1 0.317
H -5.12283 -3.37764 -3.81007 -0.1 -0.2 -0.4 0.204
H -7.75594 -4.67283 -3.26602 0.1 0.6 0.3 0.300
H -6.22389 -5.45086 -3.33546 0.0 -0.1 -0.2 0.303
H -6.13712 -4.76068 -5.83853 0.2 0.1 0.2 0.296
H -7.69936 -4.02272 -5.60593 -0.4 -0.3 0.0 0.323
H -8.04647 -7.59800 -6.59841 0.0 0.0 0.1 0.254
H -6.71836 -6.58141 -7.16953 0.1 0.1 0.1 0.306
H -8.38477 -5.98574 -7.20925 0.0 0.2 0.1 0.296
C 0.03049 -2.90970 4.56970 0.3 -0.7 0.3 -0.849
O -0.10177 -1.57465 4.18515 -0.2 0.0 0.0 -0.350
C 1.12420 -0.97551 3.80864 0.3 -0.5 0.2 -0.308
C 0.84955 0.38748 3.23232 0.1 -0.1 0.2 0.256
N 0.34152 1.26119 4.28893 0.9 0.1 -0.2 -0.112
C -0.23578 2.49312 3.73432 -0.6 -1.3 0.4 0.180
C -0.76111 3.34899 4.85452 0.1 0.9 -0.1 -0.841
O -1.93661 2.84520 5.46554 0.4 0.3 -0.1 -0.299
C -2.54794 3.83641 6.27576 0.1 -0.4 -0.3 -0.723
H 0.18321 -3.59393 3.72543 0.0 0.2 -0.2 0.228
H -0.84896 -3.26514 5.10549 -0.2 0.4 -0.1 0.280
H 0.87898 -3.07633 5.24532 0.1 0.2 0.1 0.357
H 1.69244 -1.63999 3.14447 -0.3 0.1 -0.5 0.191
H 1.78505 -0.90334 4.68423 -0.2 0.3 0.2 0.408
H 0.17019 0.31058 2.37540 -0.1 -0.2 0.1 -0.638
H 1.79979 0.76267 2.84445 -0.1 0.3 0.1 0.204
H -0.37613 0.74133 4.78282 -0.1 0.2 0.0 0.359
H -0.97960 2.15097 3.00183 -0.3 0.8 0.6 0.124
H 0.48591 3.07604 3.15775 0.3 -0.1 0.2 0.115
H -0.94425 4.36798 4.48892 -0.3 -0.1 -0.3 0.428
H 0.04457 3.50129 5.58305 0.0 -0.4 0.3 0.331
H -2.51653 4.80555 5.77047 -0.3 0.0 -0.1 0.302
H -2.05055 3.96627 7.24135 0.1 -0.2 0.1 0.275
H -3.57112 3.49771 6.41643 -0.1 0.2 0.2 0.244
C 3.94935 1.05756 5.25297 0.0 0.5 0.2 -0.920
O 4.05199 0.86659 3.86095 0.0 -0.4 0.0 -0.056
C 5.29594 0.32034 3.45915 -0.9 0.1 -0.3 -0.846
C 5.22172 0.22226 1.93334 0.8 0.1 0.5 -1.197
N 4.18682 -0.69329 1.43725 0.6 0.5 0.0 0.940
C 4.33711 -2.10048 1.79893 -0.3 -0.2 0.2 0.109
C 5.58538 -2.76426 1.24578 -0.2 0.2 0.4 -0.689
O 5.53424 -4.12827 1.62205 0.1 -0.2 -0.6 -0.354
C 6.61702 -4.81854 1.01699 0.2 0.7 -0.1 -0.764
H 4.62668 1.86322 5.56578 0.0 -0.1 0.1 0.330
H 4.18308 0.16914 5.84896 0.0 -0.2 -0.2 0.359
H 2.92676 1.36662 5.46081 -0.1 0.0 0.0 0.194
H 5.39747 -0.68254 3.88788 0.3 0.0 0.2 0.315
H 6.09409 0.97896 3.81401 0.3 -0.1 -0.2 0.520
H 6.22052 -0.03861 1.57139 -0.1 -0.3 -0.2 0.607
H 5.05366 1.23383 1.55892 -0.3 -0.1 -0.1 0.304
H 3.32428 -0.35205 1.85292 -0.2 -0.2 -0.4 -0.559
H 3.43663 -2.58600 1.41865 0.2 -0.1 -0.2 -0.372
H 4.32434 -2.31223 2.87538 0.1 0.3 0.1 0.457
H 6.47725 -2.30374 1.68960 0.1 0.0 -0.1 0.416
H 5.66670 -2.65304 0.15819 -0.1 0.0 -0.1 0.310
H 7.55437 -4.38311 1.38380 0.1 -0.3 0.2 0.307
H 6.63327 -4.63967 -0.06452 -0.2 -0.2 -0.1 0.304
H 6.56832 -5.88442 1.21419 -0.1 0.0 0.2 0.272
C 2.67350 2.88583 -2.05658 -0.5 0.1 0.1 -0.517
O 1.79282 3.98713 -2.12303 -0.1 0.2 -0.1 -0.392
C 1.40938 4.49937 -0.86774 0.3 0.0 0.2 0.357
C 0.25533 5.46007 -1.07751 0.3 0.7 -0.5 -1.044
N -0.36791 5.96019 0.15929 -0.7 0.8 -0.8 -0.510
C -1.56412 6.77080 -0.22277 -0.2 -0.2 0.4 -0.598
C -1.81088 7.77690 0.89065 -0.1 -0.6 -0.1 -0.659
O -0.67606 8.61484 1.01378 -0.2 0.1 -0.2 -0.342
C -0.95874 9.74880 1.79826 0.0 -0.1 0.8 -0.760
H 3.61777 3.12356 -1.55445 0.0 0.2 0.0 0.452
H 2.85138 2.60469 -3.09226 0.2 -0.2 0.1 0.309
H 2.18953 2.06489 -1.51589 0.2 0.0 -0.1 0.059
H 2.27436 5.00643 -0.42008 0.0 0.1 0.2 0.358
H 1.13886 3.69013 -0.17738 -0.2 -0.1 0.0 -0.252
H -0.46459 5.00510 -1.76201 -0.3 -0.3 0.5 0.277
H 0.58781 6.34011 -1.64382 0.4 -0.2 -0.2 0.489
H 0.17729 6.76247 0.47411 0.8 -0.8 0.4 0.413
H -2.44677 6.13432 -0.31437 0.0 -0.1 -0.1 0.332
H -1.41406 7.29935 -1.17095 0.1 0.0 0.0 0.397
H -1.97209 7.19332 1.80506 0.1 0.2 0.2 0.293
H -2.71709 8.36262 0.71228 0.0 0.1 -0.2 0.475
H -0.05639 10.34404 1.92231 0.0 0.0 -0.4 0.249
H -1.25437 9.45009 2.81274 -0.1 -0.1 0.0 0.318
H -1.77675 10.34373 1.38242 0.1 0.1 -0.2 0.296
C -2.23918 -2.04795 1.51150 -0.1 0.4 -0.1 -1.073
C -3.01669 -2.91529 0.54974 0.7 -1.1 0.1 2.305
C -2.10870 -3.90460 -0.20223 -0.5 0.0 -0.6 -0.929
O -4.03179 -3.61664 1.26940 -0.5 -0.1 0.0 -0.629
H -1.81517 -2.61904 2.33648 0.0 -0.1 0.0 0.136
H -2.93111 -1.31214 1.92627 0.1 0.1 0.2 0.407
H -1.43201 -1.51833 0.99838 0.1 0.0 0.1 -0.009
H -3.52260 -2.30742 -0.20111 0.0 -0.8 0.8 -1.457
H -1.56582 -4.62728 0.41284 0.0 0.3 0.4 0.480
H -1.38772 -3.38757 -0.83824 0.1 0.1 0.2 -0.333
H -2.70601 -4.51246 -0.88953 -0.2 0.1 0.0 0.427
H -3.73849 -4.51202 1.45412 0.1 0.0 0.0 0.422
C 3.78299 -1.37865 -4.80643 -0.2 0.5 -0.6 -0.840
O 2.72478 -1.29392 -3.85637 1.3 -0.1 0.4 -0.442
H 4.57844 -2.08901 -4.56625 -0.2 -0.2 0.3 0.298
H 3.35835 -1.64096 -5.77415 0.0 -0.1 0.0 0.281
H 4.25208 -0.39651 -4.91906 0.1 0.0 -0.1 0.310
H 3.18939 -1.03038 -3.02310 -1.0 -0.3 0.0 0.124
C -1.35252 2.38501 0.83132 1.2 -0.1 -1.0 -0.669
O -1.87403 3.65348 1.12562 -0.2 -0.1 0.0 -0.579
H -0.32823 2.26677 1.21750 -0.3 -0.1 0.1 -0.073
H -1.95990 1.56542 1.20904 -0.2 0.2 0.2 0.640
H -1.19571 2.20857 -0.24275 -0.6 0.2 -0.1 0.140
H -1.25625 4.32297 0.77583 -0.1 0.1 0.3 0.362
C -0.77758 -2.33210 -3.79075 0.2 -0.2 0.2 -0.299
O -0.00882 -1.15426 -3.91777 -0.1 0.2 -0.2 -0.398
H -1.76187 -2.12217 -4.20683 0.0 -0.2 0.0 0.224
H -0.32859 -3.19001 -4.30037 0.0 0.1 -0.2 0.359
H -0.88552 -2.61852 -2.73775 -0.1 0.0 -0.1 0.007
H 0.94947 -1.31991 -3.90216 -0.1 0.0 0.0 0.394
C 4.93512 0.27367 -1.88378 -0.4 -0.4 0.9 -0.920
O 3.80022 -0.51000 -1.47667 0.6 0.2 -0.3 0.302
H 5.15925 0.94475 -1.05071 0.2 0.3 -0.3 0.246
H 5.79817 -0.37976 -2.04486 0.0 0.2 -0.3 0.254
H 4.66054 0.82919 -2.77814 0.2 0.0 0.0 0.255
H 3.90267 -0.63588 -0.50827 -0.4 -0.1 0.2 -0.048
C -0.40039 2.16515 -3.18770 -0.5 -0.6 -0.3 0.180
O -1.37414 1.37194 -3.84392 -0.5 0.2 -0.1 -0.652
H 0.54354 2.04605 -3.72397 0.2 0.3 0.4 0.348
H -0.74375 3.19730 -3.21643 0.2 0.0 -0.1 0.179
H -0.33662 1.85517 -2.13787 0.4 0.2 -0.2 -0.447
H -1.02516 0.47675 -3.94197 0.3 0.0 0.0 0.353
C 2.23615 -3.56194 -1.63433 0.1 -1.0 0.4 -0.537
O 1.82383 -3.35333 -0.27579 0.2 0.4 -0.3 -0.567
H 3.28347 -3.33137 -1.84447 0.0 0.3 0.4 0.138
H 2.11403 -4.63565 -1.79996 -0.2 0.1 -0.6 0.537
H 1.62065 -2.95682 -2.28969 -0.2 -0.1 0.1 0.028
H 2.24729 -4.01665 0.27604 0.0 0.0 0.0 0.239
C 0.67385 -0.11227 -0.77783 -0.2 -0.5 0.1 1.964
O 1.24380 -0.74095 0.36114 0.4 -0.1 -0.3 0.773
H 0.12140 0.76499 -0.43892 0.0 -0.3 0.0 -1.643
H 1.39924 0.20888 -1.53292 0.1 -0.1 0.2 -0.379
H 0.00642 -0.83198 -1.26411 -0.2 0.3 -0.1 0.119
H 1.52433 -1.63557 0.07937 -0.2 0.3 0.4 -0.462
```
Positions in Å, forces in eV/Å.



Entry 4:
Here is a 2-piece molecular cluster, C9H16Si overall from the Open Molecules 2025 dataset. Energies are from ωB97M-V/def2-TZVPD.

## Properties
- multiplicity = 3
- LUMO level (spin up / spin down) (Ha) = 0.03820 / -0.03791
- HOMO level (spin up / spin down) (eV) = -7.7 / -9.1

```
26
Properties=species:S:1:pos:R:3:forces:R:3:mulliken_spin:R:1
C -3.57836 1.71333 -1.06080 0.1 0.8 -1.2 0.000
C -1.16691 2.21711 0.68266 -0.6 -1.8 -1.5 0.027
C -3.86330 0.57578 -0.87366 -0.2 -1.1 0.8 0.000
C 0.04067 1.84716 1.02647 0.6 -1.3 -0.7 -0.007
C -0.02221 -1.10791 0.12014 0.2 0.1 0.1 0.042
C 1.69612 1.17318 -1.22391 1.8 -1.9 3.5 1.648
C 0.64548 -2.48129 0.09122 -1.2 2.4 -1.3 0.001
C -1.13863 -1.10224 1.17715 -0.6 -2.1 -3.0 0.007
C 3.04050 0.61119 -1.64193 -4.9 0.3 -3.4 -0.017
Si 1.10363 0.40578 0.43408 -1.9 0.7 0.3 0.116
H -3.20817 2.62445 -1.46676 -0.2 0.2 0.3 0.000
H -0.51470 -1.03215 -0.88514 0.4 0.4 0.7 -0.019
H -1.70002 3.02369 1.12148 -0.3 0.9 0.0 0.002
H -1.64594 1.58782 -0.09970 0.0 0.7 1.1 -0.009
H -3.99234 -0.40359 -0.47434 -0.2 0.0 -0.2 0.000
H 0.62252 2.53002 1.52340 1.2 1.6 2.1 0.011
H 1.43168 -2.50529 -0.57640 1.6 -0.1 -1.9 0.002
H -0.10686 -3.12210 -0.20824 -1.4 -1.8 -0.8 0.001
H 1.04487 -2.85685 0.93325 1.1 -0.8 3.6 -0.001
H -1.75321 -2.00387 0.96236 0.2 0.1 0.1 0.002
H -1.80338 -0.32171 0.95370 -0.7 1.4 0.7 0.000
H -0.82878 -1.27050 2.14952 0.7 0.5 2.1 0.000
H 3.61775 0.08222 -0.93168 0.6 -0.4 0.6 0.047
H 2.43776 -0.04922 -2.42931 2.4 0.3 0.9 0.074
H 3.42351 1.44404 -2.17187 1.7 0.3 -0.7 0.037
H 1.98477 -0.01108 1.77797 -0.5 0.6 -2.1 0.036
```
Positions in Å, forces in eV/Å.



Entry 5:
Here is a 2-piece molecular cluster, CH5BrN overall from the Open Molecules 2025 dataset. Energies are from ωB97M-V/def2-TZVPD.

## Properties
- net charge = +1
- LUMO level (Ha) = -0.23590
- HOMO level (eV) = -15.7

```
8
Properties=species:S:1:pos:R:3:forces:R:3:nbo_charge:R:1
C -0.55435 0.20783 -0.70238 0.3 -5.1 1.9 0.145
N -0.62783 -0.41104 0.48076 0.2 1.0 -1.9 -0.635
Br 2.01644 1.06026 -0.25031 -0.6 -1.3 1.8 -0.062
H -0.10343 -0.48328 -1.44632 -0.1 1.0 0.3 0.245
H -1.29295 0.86025 -1.05352 -0.4 2.0 0.1 0.250
H 1.56248 0.12347 0.91493 1.3 1.8 -1.9 0.204
H -0.87350 -0.10581 1.39090 -1.4 1.5 0.5 0.436
H -0.12687 -1.25168 0.66593 0.7 -0.9 -0.9 0.418
```
Positions in Å, forces in eV/Å.



What energy above the lowest of the compared OMol25 structures with the same formula, charge and spin values result from the calculations? In sequence: 5.5; 33.0; 0.0; 125.3; 31.4 kcal/mol.